(1)
Molecular formula: C3H5BrO2
Method: DFT, wB97M-V/def2-TZVPD

```
11
Properties=species:S:1:pos:R:3:forces:R:3
C 0.227 -1.154 -0.060 -0.2 -0.3 2.0
C -0.044 -0.010 0.970 2.5 0.0 -2.6
O 0.320 1.442 0.433 0.7 -1.8 1.7
C 1.043 0.847 1.457 -1.8 0.7 -1.2
O 1.939 1.139 2.169 0.0 -0.2 -0.2
H -0.279 -0.978 -1.007 0.3 0.4 -0.1
H -0.301 -2.101 0.340 1.3 1.3 -0.4
H 1.341 -1.246 -0.116 -1.1 -0.4 -0.4
H -0.975 -0.072 1.412 -1.7 0.4 1.1
Br -2.002 0.442 -3.064 1.1 1.9 0.8
H -1.268 1.690 -2.533 -1.1 -1.9 -0.8
```
Forces are in eV/Å.

Maximum force in Eh/bohr: 0.0703
Orbital gap in eV: 10.96
2S+1: 1
E_tot in eV: -77327.696
Relative energy (zero: lowest compared OMol25 entry of this formula, charge and spin) in kcal/mol: 36.7
Net charge: 0
Highest occupied orbital energy in eV: -10.6

=====

(2)
Molecular formula: C6H11NO
Method: DFT, wB97M-V/def2-TZVPD

```
19
Properties=species:S:1:pos:R:3:forces:R:3
C 1.605 1.378 -1.652 -1.1 -1.2 1.8
C 0.393 0.514 -2.170 0.3 0.7 -0.1
C -0.074 0.013 0.127 2.2 -0.3 0.1
C -1.020 1.082 0.445 -1.9 -2.3 2.1
C -0.713 -1.839 1.723 0.2 -2.8 0.3
C 0.398 -0.994 1.207 -0.3 3.9 0.8
N 1.949 1.464 -0.462 -1.2 -0.6 -0.6
O 0.018 -0.402 -1.135 -0.3 0.6 -0.1
H 1.899 1.884 -2.533 1.2 1.1 -0.8
H -0.273 1.364 -2.599 0.0 -1.9 1.0
H 0.729 -0.149 -2.972 -0.3 0.3 -0.1
H -2.039 0.650 0.189 0.8 0.7 0.0
H -0.781 1.882 -0.169 0.0 2.0 -0.6
H -1.094 1.231 1.570 0.5 0.4 -1.6
H -1.467 -1.222 2.115 -1.3 0.7 0.4
H -0.412 -2.529 2.578 -0.1 0.9 -1.1
H -1.132 -2.521 0.933 0.3 0.8 0.6
H 1.167 -1.506 0.744 1.7 -1.3 -0.6
H 0.847 -0.298 2.061 -0.8 -1.5 -1.7
```
Forces are in eV/Å.

Maximum force in Eh/bohr: 0.0767
Orbital gap (alpha / beta) in eV: 7.39 / 8.42
2S+1: 1
E_tot in eV: -9933.781
Relative energy (zero: lowest compared OMol25 entry of this formula, charge and spin) in kcal/mol: 107.8
Net charge: 0
Highest occupied orbital energy (alpha / beta) in eV: -7.2 / -7.8

=====

(3)
Molecular formula: C8H9FN3S
Method: DFT, wB97M-V/def2-TZVPD

```
22
Properties=species:S:1:pos:R:3:forces:R:3
C -4.115 -0.883 0.215 -0.5 -1.4 1.5
C -2.886 -1.108 0.879 1.3 0.2 -0.1
C -4.167 0.247 -0.502 -0.2 1.3 0.3
C -2.018 -0.043 0.626 -0.8 -1.5 0.2
C 1.508 -1.286 0.490 1.8 0.9 -0.1
C 1.434 1.148 0.259 -2.1 0.9 0.4
C 2.163 0.035 0.894 0.4 0.8 1.0
C -0.639 -0.062 1.077 3.5 -1.4 -2.4
N 0.310 -1.505 0.379 -4.3 2.1 1.7
N 0.126 1.082 0.472 -1.1 0.1 0.2
N 2.003 2.122 -0.478 -4.2 1.0 1.0
F -0.484 -0.191 2.399 0.2 0.2 -0.2
S -2.709 1.162 -0.423 -0.3 -1.0 0.5
H -4.973 -1.509 0.478 0.2 0.3 -0.6
H -2.616 -2.040 1.471 -0.4 1.5 -0.8
H -5.079 0.775 -0.710 -0.1 -0.1 -0.8
H 2.140 -2.084 0.201 1.0 -0.8 -0.3
H 2.192 0.111 2.024 -0.5 0.1 -1.2
H 3.176 0.244 0.637 1.1 -1.0 -0.4
H -0.530 1.669 -0.044 0.7 0.3 0.0
H 2.890 1.972 -0.724 4.3 -0.6 -1.0
H 1.630 3.036 -0.874 -0.1 -2.1 1.0
```
Forces are in eV/Å.

Maximum force in Eh/bohr: 0.0999
Orbital gap in eV: 8.73
2S+1: 1
E_tot in eV: -26456.252
Relative energy (zero: lowest compared OMol25 entry of this formula, charge and spin) in kcal/mol: 23.5
Net charge: +1
Highest occupied orbital energy in eV: -12.5

=====

(4)
Molecular formula: C17H15BBrCl4O3
Method: DFT, wB97M-V/def2-TZVPD

```
41
Properties=species:S:1:pos:R:3:forces:R:3
Cl -4.765 -2.156 0.515 0.1 0.1 0.1
B -3.915 -0.634 -0.063 -0.1 0.1 -1.2
Cl -3.658 -0.669 -1.935 -0.1 0.1 0.6
Cl -4.862 0.916 0.445 0.3 -0.3 0.0
O -2.567 -0.589 0.568 0.5 0.5 1.0
C -1.754 0.403 0.545 -0.1 -0.3 -0.7
C -1.099 0.832 1.757 0.4 -0.2 0.6
C -0.452 2.087 1.853 -0.1 -0.5 -0.1
C 0.306 2.399 2.978 0.0 -0.3 0.2
C 0.442 1.448 4.004 -0.8 0.0 -1.1
Cl 1.557 1.717 5.274 0.2 0.2 0.4
C -0.310 0.266 3.981 0.1 0.2 0.0
C -1.098 -0.028 2.883 0.2 0.4 -0.3
H -1.631 0.977 -0.380 -0.2 0.0 0.2
H -0.576 2.801 1.037 0.3 -0.2 0.2
H 0.816 3.357 3.071 -0.1 -0.3 -0.1
H -0.255 -0.420 4.822 0.0 0.1 -0.1
H -1.706 -0.927 2.856 0.2 0.1 -0.1
C 3.888 1.107 1.776 0.3 -0.1 0.3
C 3.081 1.312 0.523 -0.4 -0.2 0.1
O 2.115 0.242 0.446 0.6 0.6 0.2
C 1.407 0.274 -0.725 -0.9 -0.2 -0.5
C 0.640 -0.924 -0.931 0.5 1.2 1.5
C 0.223 -1.348 -2.194 -1.3 -0.6 -1.7
C 0.098 -0.459 -3.308 -0.1 -0.3 0.3
C -0.573 -0.834 -4.462 -0.2 -0.8 0.2
C -1.121 -2.126 -4.556 0.8 0.1 0.7
Br -2.234 -2.569 -6.022 0.0 -0.1 -0.2
C -0.864 -3.085 -3.555 -0.2 0.7 -0.4
C -0.207 -2.703 -2.394 0.1 0.8 0.0
O 1.473 1.268 -1.457 0.2 -0.3 0.3
H 4.613 1.919 1.878 0.0 -0.1 0.0
H 3.260 1.097 2.673 0.0 0.0 -0.2
H 4.442 0.163 1.721 -0.1 0.1 0.1
H 2.557 2.278 0.550 0.2 -0.2 -0.2
H 3.731 1.272 -0.363 -0.3 0.1 0.2
H 0.507 -1.571 -0.076 0.4 -0.3 0.0
H 0.463 0.556 -3.185 -0.1 -0.3 -0.1
H -0.703 -0.129 -5.276 -0.1 -0.1 0.1
H -1.217 -4.103 -3.692 0.0 0.1 0.1
H -0.053 -3.415 -1.581 -0.1 0.1 -0.3
```
Forces are in eV/Å.

Maximum force in Eh/bohr: 0.0431
Orbital gap in eV: 4.38
2S+1: 1
E_tot in eV: -144828.898
Relative energy (zero: lowest compared OMol25 entry of this formula, charge and spin) in kcal/mol: 20.9
Net charge: -1
Highest occupied orbital energy in eV: -3.5